# 1
Formula: C16H18BBrCeF4N4O2
Source: the OMol25 dataset
Level of theory: ωB97M-V/def2-TZVPD

Its HOMO-LUMO gap is 4.78 eV. Its charge is +2. As for the relative energy (zero: lowest compared OMol25 entry of this formula, charge and spin): 0.00 kcal/mol. The total energy is -4463.08646 a.u.

XYZ file:
```
47
C16H18BBrCeF4N4O2 (ωB97M-V/def2-TZVPD)
Ce 0.235 0.470 -0.464
O 2.272 4.218 3.364
C 2.412 4.464 2.025
C 3.340 5.428 1.653
C 3.560 5.705 0.317
C 2.857 5.024 -0.671
C 1.952 4.050 -0.303
C 1.723 3.755 1.040
C 0.831 2.589 1.391
O -0.138 2.293 0.466
N 1.788 1.398 1.467
N 1.139 0.209 1.712
C 1.661 -0.762 2.374
C 1.021 -2.042 2.403
Br -0.326 -2.236 1.009
C 1.293 -3.093 3.198
C 2.176 -3.070 4.349
C 2.282 -1.955 5.194
C 3.134 -1.979 6.282
C 3.889 -3.114 6.549
C 3.767 -4.237 5.739
C 2.905 -4.227 4.660
H 1.381 3.932 3.581
H 3.875 5.951 2.435
H 4.275 6.469 0.045
H 3.015 5.261 -1.714
H 1.391 3.509 -1.058
H 0.380 2.691 2.387
H 2.603 1.586 2.044
H 2.630 -0.684 2.865
H 0.833 -4.048 2.965
H 1.632 -1.101 5.044
H 3.188 -1.122 6.940
H 4.550 -3.131 7.405
H 4.336 -5.130 5.961
H 2.808 -5.103 4.030
F 2.102 -1.051 -3.334
B 1.428 -0.536 -2.346
F 0.123 -1.095 -2.091
F 2.064 -0.623 -1.031
F 1.130 0.878 -2.423
N -2.305 0.470 0.281
N -2.200 0.379 -1.164
H -3.222 0.188 0.612
H -2.153 1.443 0.549
H -2.875 0.972 -1.640
H -2.436 -0.578 -1.412
```

---

# 2
Formula: C15H15MgN7O4S
Source: the OMol25 dataset
Level of theory: ωB97M-V/def2-TZVPD

Its HOMO-LUMO gap is 9.06 eV. As for the relative energy (zero: lowest compared OMol25 entry of this formula, charge and spin): 29.48 kcal/mol. The total energy is -1863.29279 a.u.

XYZ file:
```
43
C15H15MgN7O4S (ωB97M-V/def2-TZVPD)
Mg 0.512 0.578 -0.603
O 3.721 1.687 1.629
C 2.712 1.598 0.949
O 2.092 0.557 0.539
C 2.106 2.918 0.439
C 2.590 4.241 0.598
C 1.875 5.261 0.113
C 0.700 4.963 -0.645
C 0.302 3.642 -0.863
N 1.065 2.702 -0.335
C -0.860 3.005 -1.653
O -1.860 3.689 -1.857
O -0.674 1.714 -1.821
H 3.460 4.354 1.251
H 2.154 6.334 0.169
H 0.040 5.811 -0.952
N 3.203 -3.853 0.951
C 2.276 -3.333 0.051
C 1.675 -2.119 0.147
N 0.751 -1.696 -0.707
C 0.279 -2.536 -1.578
C 0.946 -3.805 -1.748
N 1.968 -4.212 -0.962
H 3.773 -3.229 1.502
H 3.744 -4.595 0.443
H 1.971 -1.440 0.935
H -0.446 -2.171 -2.246
H 0.589 -4.524 -2.423
C -2.865 -3.641 0.423
C -3.810 -2.461 0.454
C -3.145 -1.125 0.631
N -1.891 -1.092 0.298
N -1.354 0.156 0.303
C -2.187 1.088 0.715
N -1.760 2.313 1.121
S -3.833 0.472 0.853
H -3.045 -4.380 1.222
H -1.779 -3.274 0.533
H -3.031 -4.193 -0.521
H -4.611 -2.559 1.281
H -4.453 -2.387 -0.439
H -0.748 2.412 1.168
H -2.151 3.131 0.635
```

---

# 3
Formula: C25H65Cl9N9O11P3S2
Source: the OMol25 dataset
Level of theory: ωB97M-V/def2-TZVPD

Its HOMO-LUMO gap is 8.78 eV. The SMILES is CN(C)P(=O)(N(C)C)N(C)C.CN(C)P(=O)(N(C)C)N(C)C.CN(C)P(=O)(N(C)C)N(C)C.O=S1(=O)OCCO1.O=S1(=O)OCCO1.ClC(Cl)Cl.ClC(Cl)Cl.ClC(Cl)Cl. The total energy is -8274.18172 a.u.

XYZ file:
```
124
C25H65Cl9N9O11P3S2 (ωB97M-V/def2-TZVPD)
C 3.015 1.776 -1.518
N 3.323 2.406 -2.745
C 4.760 2.739 -2.940
P 2.123 3.553 -3.322
O 2.023 4.736 -2.463
N 2.657 3.895 -4.831
C 3.011 2.859 -5.812
C 2.698 5.270 -5.352
N 0.705 2.686 -3.371
C 0.454 1.448 -3.974
C -0.599 3.479 -3.317
H 3.812 1.948 -0.783
H 3.088 0.703 -1.561
H 2.029 2.174 -1.256
H 5.201 3.214 -2.081
H 4.894 3.385 -3.829
H 5.395 1.881 -3.103
H 3.982 3.091 -6.308
H 3.213 1.876 -5.335
H 2.301 2.618 -6.590
H 2.511 6.013 -4.579
H 3.680 5.447 -5.724
H 2.088 5.399 -6.288
H 1.333 0.802 -3.872
H -0.304 0.954 -3.308
H -0.039 1.371 -4.966
H -1.236 2.851 -2.729
H -0.983 3.573 -4.340
H -0.397 4.467 -2.885
C 2.354 -7.040 1.340
N 2.043 -5.655 1.585
C 0.593 -5.440 1.722
P 3.239 -4.555 1.706
O 4.563 -5.214 1.841
N 2.870 -3.568 0.433
C 2.714 -4.186 -0.865
C 3.851 -2.484 0.317
N 2.875 -3.505 2.971
C 3.513 -3.776 4.274
C 1.626 -2.748 3.185
H 1.661 -7.565 0.719
H 2.355 -7.589 2.357
H 3.432 -7.190 1.011
H 0.272 -5.785 2.732
H 0.042 -5.889 0.871
H 0.340 -4.369 1.633
H 2.242 -3.501 -1.564
H 3.726 -4.368 -1.331
H 2.188 -5.152 -0.838
H 3.519 -1.763 -0.449
H 4.018 -1.933 1.270
H 4.810 -2.943 -0.020
H 2.798 -4.354 4.886
H 4.419 -4.300 4.091
H 3.662 -2.792 4.695
H 0.855 -3.419 3.589
H 1.274 -2.275 2.277
H 1.805 -2.030 3.997
C -0.040 -0.902 0.071
N -1.054 0.155 0.256
C -0.638 1.467 -0.261
P -2.508 0.056 1.074
O -3.518 1.005 0.586
N -2.981 -1.562 0.878
C -2.861 -2.149 -0.470
C -3.384 -2.567 1.907
N -2.213 0.124 2.730
C -1.173 -0.775 3.256
C -2.443 1.362 3.457
H 0.278 -1.030 -0.953
H -0.437 -1.879 0.397
H 0.931 -0.762 0.603
H 0.252 1.819 0.341
H -1.485 2.189 -0.135
H -0.335 1.309 -1.282
H -2.238 -3.089 -0.520
H -3.829 -2.301 -0.951
H -2.364 -1.428 -1.093
H -4.395 -2.922 1.776
H -2.651 -3.370 1.954
H -3.357 -2.196 2.919
H -0.140 -0.470 3.102
H -1.397 -0.919 4.317
H -1.210 -1.737 2.736
H -2.819 1.105 4.449
H -3.097 2.044 2.962
H -1.560 2.010 3.604
O -2.896 1.264 -5.308
S -3.695 1.011 -4.148
O -3.439 1.457 -2.836
O -5.190 1.431 -4.509
C -5.868 0.371 -5.252
C -5.350 -0.913 -4.642
O -4.001 -0.615 -4.122
H -6.915 0.424 -5.094
H -5.720 0.513 -6.304
H -5.251 -1.677 -5.371
H -5.896 -1.280 -3.784
O 3.897 0.738 1.684
S 3.631 1.046 3.035
O 4.026 0.128 4.120
O 4.248 2.479 3.304
C 3.207 3.486 3.275
C 1.956 2.839 2.708
O 2.176 1.561 3.340
H 3.116 3.875 4.269
H 3.694 4.352 2.785
H 1.841 2.664 1.663
H 1.042 3.302 3.179
Cl -0.793 2.543 6.455
C -0.392 1.767 7.955
Cl 0.394 2.940 9.016
Cl 0.626 0.374 7.459
H -1.284 1.513 8.535
Cl -7.175 3.497 -0.309
C -5.415 3.303 0.210
Cl -5.409 3.513 1.889
Cl -4.373 4.388 -0.618
H -5.092 2.245 -0.050
Cl -8.713 -0.540 -0.338
C -7.114 0.016 0.198
Cl -6.077 0.273 -1.261
Cl -6.200 -1.076 1.293
H -7.331 0.977 0.611
```

---

# 4
Formula: H26O13
Source: the OMol25 dataset
Level of theory: ωB97M-V/def2-TZVPD

Its HOMO-LUMO gap is 9.57 eV. As for the relative energy (zero: lowest compared OMol25 entry of this formula, charge and spin): 67.61 kcal/mol. The total energy is -993.66550 a.u.

XYZ file:
```
39
H26O13 (ωB97M-V/def2-TZVPD)
O -2.393 -1.275 1.628
H -1.481 -1.454 1.774
H -2.643 -0.471 2.077
O -0.032 -1.374 -2.581
H -0.114 -2.320 -2.292
H 0.843 -1.130 -2.462
O 0.330 -2.038 0.156
H 0.975 -2.708 -0.052
H 0.693 -1.598 0.913
O 0.266 0.629 -0.024
H 1.049 0.459 0.501
H 0.050 -0.293 -0.363
O 2.567 -0.309 0.858
H 2.885 -0.941 1.493
H 2.921 0.546 1.191
O 0.990 2.847 2.875
H 0.498 2.644 2.121
H 1.951 3.034 2.627
O 2.265 0.141 -2.312
H 2.170 0.355 -1.401
H 2.772 0.902 -2.635
O 0.410 3.477 -0.444
H 0.230 3.766 0.457
H 0.352 2.555 -0.436
O 0.304 1.495 -3.584
H -0.639 1.313 -3.584
H 0.616 1.015 -2.852
O 0.083 -1.136 2.832
H -0.042 -0.422 3.432
H 0.653 -1.738 3.326
O -2.674 -0.649 -1.459
H -1.807 -0.498 -1.784
H -3.156 -1.013 -2.146
O -1.471 2.056 1.230
H -1.851 1.766 2.015
H -0.989 1.319 0.759
O -2.079 -3.307 -0.593
H -2.884 -3.051 -1.057
H -1.615 -2.595 -0.204
```